Here is C66H171F4HgN11O38S4 as an isolated structure at a distorted geometry from the OMol25 dataset. Energies are from wB97M-V/def2-TZVPD.

Calculated values
multiplicity	1
total charge	0
gap between HOMO and LUMO	0.23239	Eh

Each line ends with the Mulliken charge.
Cartesian coordinates (Å):
Hg  0.993  -4.642  -0.203  4.545
N  0.459  -6.254  1.236  -0.673
S  -0.009  -6.383  2.627  0.450
O  0.802  -7.247  3.486  -0.836
O  -1.423  -6.217  2.928  -0.594
F  0.511  -4.907  3.047  0.199
S  -0.045  -7.891  0.921  1.162
O  -1.488  -8.064  0.937  -0.627
O  0.886  -8.918  1.284  -0.635
F  0.101  -7.923  -0.671  -0.234
N  0.231  -2.525  -0.061  0.145
S  -0.787  -1.900  1.146  0.091
O  -2.182  -1.571  0.813  -0.449
O  -0.163  -1.066  2.184  -0.055
F  -0.947  -3.315  1.910  -0.343
S  0.160  -1.241  -0.837  -0.969
O  0.910  -0.061  -0.411  -0.298
O  -0.956  -0.995  -1.713  -0.214
F  1.211  -1.789  -1.950  -0.082
C  -0.706  -1.458  -5.891  0.314
C  -1.325  -0.328  -5.055  0.645
O  -2.597  0.005  -5.490  -0.677
O  -1.397  -2.697  -5.667  -0.511
H  0.316  -1.547  -5.523  -0.514
H  -0.577  -1.215  -6.946  0.394
H  -0.773  0.600  -5.199  0.011
H  -1.393  -0.732  -4.045  -0.101
H  -3.211  -0.564  -5.020  0.301
H  -2.149  -2.584  -6.254  0.334
C  -5.215  -2.698  -3.260  -0.109
C  -6.358  -2.495  -2.156  0.125
O  -6.361  -3.787  -1.534  -0.565
O  -5.096  -1.605  -4.041  -0.405
H  -5.458  -3.553  -3.890  0.559
H  -4.273  -3.026  -2.821  -0.395
H  -7.349  -2.254  -2.540  0.420
H  -6.283  -1.727  -1.387  -0.148
H  -7.082  -3.856  -0.904  0.287
H  -5.902  -1.391  -4.517  0.280
C  4.365  -3.042  0.297  -0.379
C  3.291  -2.686  1.362  -0.610
O  2.576  -3.915  1.560  0.273
O  3.681  -3.294  -0.915  1.110
H  4.863  -3.985  0.522  0.202
H  5.108  -2.267  0.105  0.462
H  2.609  -1.864  1.147  -0.298
H  3.888  -2.424  2.236  0.343
H  3.040  -4.423  2.230  -0.323
H  4.243  -3.501  -1.665  -0.640
C  -3.816  0.535  -1.546  2.162
C  -4.604  1.747  -1.903  -0.926
O  -5.267  2.226  -0.743  -0.547
O  -3.111  0.773  -0.311  0.708
H  -3.201  0.181  -2.374  -0.627
H  -4.509  -0.260  -1.270  -0.906
H  -5.364  1.444  -2.622  0.397
H  -3.947  2.517  -2.308  0.222
H  -4.676  2.628  -0.102  0.320
H  -3.046  -0.067  0.150  -0.621
C  -0.611  -2.295  5.184  1.427
C  -1.037  -3.689  5.674  -0.219
O  -2.352  -3.652  6.046  -0.579
O  -0.486  -1.349  6.208  -0.511
H  -1.332  -1.964  4.436  -0.803
H  0.398  -2.378  4.780  -0.431
H  -0.518  -4.093  6.543  0.367
H  -0.837  -4.430  4.901  -0.153
H  -2.596  -4.569  6.189  0.361
H  -1.286  -1.407  6.736  0.382
C  3.799  -5.709  4.854  -0.687
C  2.652  -5.032  5.566  -0.126
O  1.579  -5.837  6.040  -0.473
O  3.250  -6.063  3.561  -0.606
H  4.235  -6.522  5.435  0.411
H  4.570  -4.960  4.671  0.361
H  2.174  -4.324  4.888  -0.189
H  3.126  -4.544  6.417  0.655
H  1.839  -6.141  6.913  0.297
H  2.452  -6.592  3.623  0.281
C  -1.361  4.518  -0.551  -0.237
O  -1.759  5.830  -0.278  -0.404
C  -2.621  6.399  -1.309  -0.513
C  -3.289  7.689  -0.755  -0.706
N  -4.112  7.363  0.450  -0.194
C  -5.131  8.395  0.821  -0.689
C  -4.592  9.709  1.373  -0.147
O  -5.682  10.548  1.739  -0.320
C  -5.452  11.928  1.402  -0.680
H  -0.631  4.467  -1.359  0.263
H  -2.215  3.875  -0.767  0.046
H  -0.826  4.119  0.310  0.225
H  -3.439  5.718  -1.542  0.231
H  -2.078  6.598  -2.233  0.417
H  -3.897  8.196  -1.504  0.491
H  -2.504  8.403  -0.505  0.295
H  -3.540  7.239  1.273  0.223
H  -5.677  7.887  1.616  0.032
H  -5.839  8.540  0.005  0.323
H  -3.937  10.038  0.566  0.373
H  -4.007  9.617  2.289  0.195
H  -6.291  12.320  0.827  0.252
H  -4.609  12.047  0.722  0.301
H  -5.278  12.657  2.193  0.268
C  5.474  -0.609  6.219  -0.828
O  4.585  -0.562  5.095  -0.185
C  3.517  0.283  5.397  -0.859
C  2.591  0.526  4.169  1.060
N  3.262  1.382  3.201  -0.332
C  2.462  1.520  1.984  0.828
C  3.261  2.219  0.804  -0.414
O  4.487  1.546  0.504  -0.502
C  4.442  0.677  -0.559  -0.476
H  6.277  -1.298  5.960  0.260
H  4.981  -0.990  7.114  0.315
H  5.897  0.380  6.397  0.312
H  3.955  1.196  5.801  0.194
H  2.974  -0.256  6.174  0.534
H  1.670  1.037  4.450  -0.480
H  2.261  -0.462  3.847  -0.394
H  4.135  0.898  3.045  0.416
H  1.549  2.051  2.254  -0.111
H  2.056  0.534  1.754  -0.552
H  3.509  3.248  1.061  0.462
H  2.678  2.337  -0.110  -0.050
H  4.299  1.252  -1.474  0.435
H  3.682  -0.101  -0.478  -0.065
H  5.377  0.134  -0.693  0.389
C  8.393  4.005  -7.569  -0.831
O  7.517  3.020  -7.916  -0.213
C  7.904  2.379  -9.103  -0.638
C  6.699  1.535  -9.523  -0.571
N  6.367  0.426  -8.613  -0.318
C  5.216  -0.417  -9.026  -1.108
C  3.849  0.167  -8.771  -0.276
O  3.434  -0.299  -7.558  -0.112
C  2.070  0.126  -7.359  -0.326
H  8.258  4.817  -8.282  0.337
H  9.421  3.672  -7.424  0.301
H  8.052  4.316  -6.581  0.227
H  8.841  1.829  -9.023  0.368
H  8.067  3.188  -9.815  0.395
H  6.853  1.168  -10.538  0.434
H  5.841  2.198  -9.637  0.260
H  6.164  0.794  -7.694  0.278
H  5.316  -1.422  -8.618  0.336
H  5.351  -0.606  -10.091  0.396
H  3.215  -0.302  -9.524  0.320
H  3.810  1.252  -8.863  0.332
H  1.709  -0.202  -6.385  -0.301
H  1.475  -0.464  -8.056  0.414
H  1.941  1.167  -7.655  0.228
C  2.860  -3.547  -5.550  -0.642
O  3.092  -3.046  -4.242  -0.054
C  4.174  -2.121  -3.962  0.054
C  5.551  -2.879  -3.968  -1.666
N  5.568  -3.959  -2.996  -0.330
C  6.941  -4.320  -2.632  -1.106
C  7.092  -5.519  -1.690  -0.157
O  7.156  -6.720  -2.436  -0.377
C  6.979  -7.909  -1.668  -0.568
H  2.597  -2.720  -6.209  -0.139
H  1.958  -4.152  -5.461  0.163
H  3.594  -4.224  -5.986  0.393
H  4.002  -1.584  -3.029  -0.118
H  4.243  -1.493  -4.850  0.428
H  6.359  -2.149  -4.009  0.542
H  5.567  -3.351  -4.951  0.504
H  5.121  -4.695  -3.523  0.114
H  7.383  -3.428  -2.190  0.587
H  7.541  -4.515  -3.521  0.471
H  6.276  -5.474  -0.968  -0.128
H  8.012  -5.344  -1.132  0.451
H  7.224  -8.726  -2.347  0.277
H  6.011  -7.961  -1.170  0.160
H  7.811  -7.977  -0.967  0.344
C  -2.727  7.344  -8.370  -0.687
O  -1.794  6.335  -7.913  -0.284
C  -0.457  6.831  -7.866  -0.563
C  0.635  5.771  -7.558  -0.728
N  0.530  5.257  -6.177  -0.257
C  1.553  4.255  -5.874  -0.298
C  1.365  3.496  -4.556  -0.555
O  2.050  2.291  -4.512  -0.297
C  1.713  1.438  -3.437  0.157
H  -2.680  8.205  -7.703  0.282
H  -3.668  6.796  -8.406  0.223
H  -2.369  7.647  -9.354  0.300
H  -0.302  7.698  -7.224  0.348
H  -0.231  7.187  -8.871  0.396
H  1.638  6.146  -7.762  0.368
H  0.537  4.882  -8.181  0.373
H  0.768  6.006  -5.542  0.229
H  2.512  4.769  -5.939  0.353
H  1.547  3.581  -6.730  -0.121
H  0.289  3.333  -4.489  0.320
H  1.614  4.053  -3.653  0.317
H  2.256  0.498  -3.540  -0.188
H  0.644  1.249  -3.340  0.253
H  2.073  1.933  -2.536  0.110
C  3.477  -6.885  -0.093  -0.451
O  2.535  -6.213  -0.860  0.700
C  2.666  -6.405  -2.268  -0.356
C  1.320  -6.020  -2.858  -1.318
N  1.015  -4.635  -2.639  2.271
C  -0.315  -4.278  -3.122  -0.050
C  -1.406  -5.062  -2.488  -1.563
O  -1.286  -4.798  -1.052  1.000
C  -2.434  -5.223  -0.300  -1.232
H  3.449  -6.514  0.932  -0.133
H  4.480  -6.576  -0.388  -0.480
H  3.396  -7.971  -0.121  0.471
H  3.003  -7.416  -2.496  0.641
H  3.477  -5.816  -2.698  -0.648
H  0.544  -6.626  -2.391  0.417
H  1.263  -6.227  -3.927  0.688
H  1.642  -4.041  -3.163  -1.666
H  -0.284  -4.482  -4.193  0.698
H  -0.504  -3.207  -3.052  -0.260
H  -1.484  -6.125  -2.718  0.407
H  -2.413  -4.711  -2.716  0.317
H  -2.379  -5.073  0.778  0.018
H  -2.546  -6.299  -0.431  0.376
H  -3.352  -4.709  -0.584  0.076
C  -4.667  -4.662  3.369  -0.176
O  -5.307  -3.481  2.873  -0.411
C  -4.609  -2.231  2.974  -0.097
C  -5.053  -1.150  2.011  0.398
N  -6.395  -0.712  2.433  0.070
C  -7.019  0.228  1.532  0.304
C  -8.566  0.299  1.758  -0.955
O  -9.135  -0.971  1.446  -0.238
C  -10.577  -0.959  1.485  -0.825
H  -4.439  -4.607  4.434  0.170
H  -3.777  -4.827  2.762  -0.062
H  -5.274  -5.562  3.276  0.329
H  -3.544  -2.402  2.816  -0.496
H  -4.556  -1.858  3.997  0.262
H  -4.980  -1.607  1.024  0.159
H  -4.352  -0.316  1.984  -0.447
H  -6.877  -1.581  2.610  0.456
H  -6.786  0.010  0.489  -0.145
H  -6.624  1.231  1.691  -0.054
H  -8.951  1.089  1.112  0.537
H  -8.738  0.623  2.784  0.404
H  -10.930  -0.776  2.500  0.312
H  -10.929  -1.942  1.174  0.216
H  -10.954  -0.137  0.877  0.320
C  -2.005  1.458  3.438  -0.052
O  -2.462  1.971  4.731  -0.306
C  -3.359  1.045  5.388  0.037
C  -4.765  1.088  4.740  0.380
N  -5.498  2.303  5.145  -0.431
C  -6.813  2.500  4.538  0.079
C  -7.515  3.787  4.950  -0.988
O  -6.842  4.814  4.218  -0.215
C  -7.106  6.097  4.778  -0.657
H  -1.064  1.934  3.161  -0.010
H  -2.662  1.489  2.569  0.163
H  -1.805  0.387  3.442  -0.001
H  -3.348  1.321  6.443  0.453
H  -2.988  0.029  5.254  -0.379
H  -5.443  0.258  4.940  0.262
H  -4.551  1.074  3.671  -0.502
H  -4.974  3.166  5.130  0.328
H  -7.482  1.737  4.936  0.276
H  -6.748  2.491  3.450  -0.129
H  -7.555  3.878  6.035  0.410
H  -8.539  3.808  4.577  0.466
H  -6.603  6.281  5.726  0.294
H  -8.193  6.138  4.845  0.330
H  -6.742  6.919  4.162  0.064
C  0.401  3.805  5.155  -0.021
O  0.871  3.919  6.496  -0.443
C  0.051  3.278  7.468  -0.234
C  0.431  3.519  8.987  -0.990
N  1.640  2.847  9.420  -0.400
C  2.803  3.206  8.625  -0.374
C  4.161  2.497  9.002  -0.516
O  4.663  3.215  10.129  -0.343
C  6.095  3.073  10.277  -0.825
H  0.225  2.782  4.821  -0.438
H  1.219  4.215  4.563  0.338
H  -0.540  4.284  4.883  0.378
H  0.037  2.232  7.160  0.269
H  -0.924  3.757  7.377  0.422
H  -0.420  3.183  9.580  0.397
H  0.468  4.579  9.239  0.402
H  1.835  3.169  10.358  0.272
H  2.995  4.273  8.738  0.282
H  2.741  3.083  7.544  0.307
H  4.822  2.517  8.136  0.327
H  3.907  1.480  9.302  0.314
H  6.485  2.072  10.463  0.317
H  6.512  3.780  10.994  0.299
H  6.554  3.342  9.326  0.323